w | A cluster of 12 separate species, C15H54O12 in total, computed with the ωB97M-V functional and the def2-TZVPD basis.

Element x y z (Å)
C -8.8632 -2.3519 20.6645
C -7.4613 -1.8155 20.3893
C -6.9773 -2.2031 19.0184
O -7.4148 -0.3690 20.5209
H -9.2221 -1.8975 21.5868
H -8.9139 -3.4474 20.6524
H -9.5347 -1.8664 19.9529
H -6.8169 -2.2040 21.1878
H -7.6382 -1.9491 18.1877
H -6.8717 -3.2937 19.0075
H -6.0625 -1.6545 18.7861
H -7.8768 -0.0168 19.7284
C -6.6677 -2.8376 11.3890
C -7.6748 -3.0933 12.4612
C -7.7694 -2.0191 13.5449
O -9.0024 -3.1892 11.8765
H -6.9179 -1.9143 10.8679
H -6.6272 -3.6258 10.6312
H -5.6489 -2.7116 11.7567
H -7.3973 -4.0114 12.9872
H -8.5861 -2.3367 14.2088
H -8.1133 -1.1021 13.0785
H -6.8463 -1.8877 14.0935
H -9.2708 -4.0904 11.6896
C -4.6647 -0.4163 15.0446
C -4.3943 1.0175 15.5392
C -3.3361 1.0664 16.6009
O -4.0315 1.7398 14.3378
H -5.0589 -1.0174 15.8660
H -3.7581 -0.8978 14.6857
H -5.4452 -0.3618 14.2838
H -5.3467 1.4018 15.9016
H -3.1271 2.1221 16.8059
H -2.4180 0.5335 16.3271
H -3.7426 0.7435 17.5582
H -3.9700 2.6950 14.3885
C -8.0493 0.3058 16.1511
C -8.1230 1.4188 17.1950
C -8.9618 2.5667 16.7121
O -8.6762 0.8780 18.4227
H -7.5754 -0.5517 16.6149
H -7.4850 0.6519 15.2762
H -9.0596 0.0532 15.8148
H -7.0959 1.7992 17.2914
H -9.8528 2.1376 16.2497
H -8.3663 2.9974 15.9109
H -9.2820 3.1914 17.5469
H -8.9594 1.6221 19.0203
C -8.6860 2.6406 21.5400
O -9.0723 2.9724 20.1662
H -9.3544 3.0329 22.3128
H -8.7134 1.5584 21.5062
H -7.6751 2.9879 21.7750
H -9.0685 3.9044 19.9354
C -5.3407 3.6167 18.9553
O -4.6329 3.3783 20.1583
H -4.9319 4.5698 18.6300
H -5.1682 2.7839 18.2574
H -6.4224 3.7705 19.0378
H -4.9145 2.4881 20.3996
C -9.0214 6.5430 15.2520
O -10.3851 6.0885 15.3006
H -8.9042 7.4741 15.8128
H -8.2936 5.7817 15.5315
H -8.8451 6.7386 14.1953
H -10.5199 5.9119 16.2413
O -10.7366 5.2741 17.9506
H -11.0749 5.7609 18.7173
H -11.4514 4.6819 17.6573
O -7.9392 6.4325 18.5624
H -8.6387 6.0173 18.0344
H -8.2588 6.3938 19.4723
O -10.9449 -0.6518 17.8912
H -11.4167 -0.0828 17.2629
H -10.1931 -0.0965 18.1844
O -12.5139 1.3496 15.4160
H -11.9273 1.0435 14.6945
H -13.3368 0.8681 15.2882
O -10.6933 0.6682 13.4165
H -10.1615 1.3993 13.0769
H -10.6340 -0.0582 12.7805

Computed properties:
- Total charge: 0
- Structure (SMILES): CC(C)O.CC(C)O.CC(C)O.CC(C)O.CO.CO.CO.O.O.O.O.O



x | A cluster of 12 separate species, C15H54O12 in total, computed with the ωB97M-V functional and the def2-TZVPD basis.

Element x y z (Å)
C -1.9406 -3.1352 0.8064
C -0.4158 -3.3894 0.8116
C -0.1726 -4.9194 0.9586
O 0.1415 -2.9930 -0.3578
H -2.4125 -3.6120 1.6655
H -2.3760 -3.5822 -0.0874
H -2.2094 -2.0796 0.8444
H 0.0279 -2.7895 1.6061
H -0.8702 -5.5161 0.3711
H -0.4497 -5.3183 1.9344
H 0.8388 -5.2437 0.7137
H 0.1167 -2.0352 -0.4189
C -4.3300 2.1292 -0.3408
C -3.9764 0.7038 0.2078
C -5.2322 -0.1861 0.1899
O -2.9305 0.1288 -0.5263
H -5.2100 2.5999 0.0975
H -4.5629 1.9638 -1.3927
H -3.4974 2.8315 -0.3010
H -3.5720 0.7085 1.2200
H -5.9210 0.1093 0.9814
H -4.8884 -1.2088 0.3443
H -5.6969 -0.1837 -0.7961
H -3.2351 0.0783 -1.4353
C 4.6694 0.3667 -1.7522
C 4.6085 1.6181 -2.5229
C 4.0994 1.4137 -3.9810
O 3.7780 2.5118 -1.9227
H 3.7233 -0.0194 -1.3726
H 5.2529 0.4989 -0.8411
H 5.0976 -0.4567 -2.3237
H 5.5922 2.0815 -2.4473
H 4.0748 2.2948 -4.6223
H 3.0803 1.0272 -3.9894
H 4.7070 0.6959 -4.5321
H 2.8982 2.1292 -1.9584
C -1.9705 3.1049 2.7745
C -0.5365 3.6177 2.3915
C 0.4870 3.6910 3.6107
O -0.0755 2.6610 1.4132
H -1.9218 2.1799 3.3491
H -2.5398 2.9555 1.8571
H -2.5109 3.8259 3.3879
H -0.6875 4.5212 1.8008
H 1.4652 3.9693 3.2186
H 0.6496 2.7427 4.1230
H 0.1981 4.3879 4.3975
H -0.5603 2.7597 0.5905
C 3.2744 -2.8424 1.7592
C 2.6529 -1.4409 1.8748
C 2.1833 -1.0850 3.2652
O 3.6391 -0.6066 1.4794
H 4.1707 -2.7523 2.3729
H 3.5231 -2.9894 0.7081
H 2.5321 -3.5639 2.1004
H 1.8273 -1.2916 1.1790
H 2.8835 -1.3655 4.0521
H 1.2972 -1.6538 3.5470
H 1.8432 -0.0637 3.4363
H 3.2779 0.1911 1.0861
O -3.6652 -0.2272 -3.2144
H -3.3317 0.4369 -3.8178
H -3.0101 -0.9247 -3.2393
O -2.7250 -2.6616 -3.7901
H -2.0069 -3.0931 -3.3270
H -2.4204 -2.5934 -4.6950
O -0.8203 3.5057 -1.0923
H -0.3048 4.2652 -1.3637
H -1.5519 3.4794 -1.7090
O 2.6651 2.0919 1.4139
H 2.6719 2.0027 0.4609
H 1.7387 2.1732 1.6408
O -0.3096 -0.2455 -0.1060
H -1.2148 -0.3561 -0.3970
H -0.3825 0.1769 0.7498
O -0.7275 -4.2436 -2.8969
H -0.2232 -3.8928 -2.1629
H -0.5777 -5.1884 -2.8612
O 1.1120 1.7628 -1.5642
H 0.7303 0.9366 -1.2675
H 0.4447 2.4200 -1.3668

Computed properties:
- Total charge: 0
- Structure (SMILES): CC(C)O.CC(C)O.CC(C)O.CC(C)O.CC(C)O.O.O.O.O.O.O.O



Pick x: it beats the second-best structure by 0.0712 hartree.



w | A cluster of 2 separate species, C4H11PS2 in total, computed with the ωB97M-V functional and the def2-TZVPD basis.

Element x y z (Å)
C -1.8947 -0.3240 -0.5102
C -0.7601 -0.2544 1.9179
C 0.9110 0.5939 -1.8122
C -0.6292 -0.5034 0.3880
P 0.6359 0.7599 -0.0475
S 0.7129 2.5506 0.6147
S 3.0279 -1.1766 0.4334
H -1.4702 -0.4104 -1.5051
H -2.6199 -1.1539 -0.1943
H -2.3270 0.6341 -0.1841
H -1.7666 -0.4444 2.3432
H -0.8310 0.8478 1.9368
H 0.0466 -0.7410 2.5533
H 1.9707 0.9433 -2.1001
H 0.6498 -0.4022 -2.0101
H 0.2002 1.2529 -2.1872
H -0.1510 -1.5270 0.2929
H 4.2946 -0.6452 0.0704

Computed properties:
- Total charge: 0



x | A cluster of 2 separate species, C4H11PS2 in total, computed with the ωB97M-V functional and the def2-TZVPD basis.

Element x y z (Å)
C 2.5770 -1.0050 0.9867
P 1.5749 0.1697 -0.0886
S 1.8319 -0.7406 -2.0349
S 3.0967 1.6935 -0.3703
H 2.8767 -0.5957 2.0217
H 1.9061 -1.9309 1.1732
H 3.5034 -1.2501 0.3862
H 0.5760 -0.6355 -2.1893
H 2.3452 2.5116 -1.0921
C -2.7617 0.7353 1.3357
C -1.9019 0.6686 0.3020
C -2.0453 -0.4033 -0.7564
H -3.6227 0.1002 1.1961
H -2.7365 1.5121 2.1058
H -1.0670 1.3933 0.2321
H -2.9786 -0.8127 -0.9036
H -1.3689 -1.3476 -0.6446
H -1.8054 -0.0631 -1.6598

Computed properties:
- Total charge: 0
- Structure (SMILES): CP(S)S.C=CC



Pick x: it beats the second-best structure by 0.0313 hartree.



w | The molecule C5H9NO3, computed with the ωB97M-V functional and the def2-TZVPD basis.

Element x y z (Å)
N 2.0754 -1.2717 -0.0958
C 1.6014 -0.0595 -0.4036
O 2.1101 0.7716 0.4002
C 0.2513 0.1151 -1.0470
C -0.2860 1.5504 -1.1034
O -1.4803 1.1891 -0.3872
C -1.0313 -0.1665 -0.2217
C -0.8880 -0.5417 1.2387
O -2.1427 -0.5889 1.8813
H 1.8168 -2.0199 -0.7277
H 2.7605 -0.8388 0.7770
H 0.2453 -0.4160 -2.0053
H -0.5118 1.9243 -2.1109
H 0.3172 2.2841 -0.5507
H -1.7231 -0.8668 -0.7144
H -0.2143 0.1697 1.7443
H -0.4465 -1.5460 1.3101
H -2.4539 0.3116 2.0162

Computed properties:
- Total charge: 0
- Structure (SMILES): NC(=O)[C@@H]1CO[C@@H]1CO



x | The molecule C5H9NO3, computed with the ωB97M-V functional and the def2-TZVPD basis.

Element x y z (Å)
C 2.4850 0.6105 0.6976
C 1.6363 -0.3920 0.5738
C 0.1406 -0.2457 0.5239
N -0.2807 1.0675 0.9821
C -0.3213 -0.3797 -0.9593
O 0.1289 0.6892 -1.7287
C -1.8394 -0.4821 -0.9636
O -2.6003 0.4180 -1.1937
O -2.2501 -1.7104 -0.6179
H 3.5485 0.4483 0.7110
H 2.1464 1.6291 0.7791
H 1.9848 -1.4117 0.4762
H -0.3154 -1.0821 1.0856
H 0.0273 1.2279 1.9335
H -1.2903 1.1608 0.9455
H 0.0917 -1.2940 -1.3927
H -0.0716 1.5018 -1.2295
H -3.2203 -1.7555 -0.6229

Computed properties:
- Total charge: 0
- Structure (SMILES): C=C[C@@H](N)[C@H](O)C(=O)O



y | The molecule C5H9NO3, computed with the ωB97M-V functional and the def2-TZVPD basis.

Element x y z (Å)
C 0.5599 -0.9286 1.8347
C 0.8004 0.3273 1.0383
C 0.8317 0.2099 -0.5454
C 0.9239 1.5933 -0.9930
N 0.8262 2.6951 -1.3472
C -0.7890 -0.2936 -1.1521
O -1.0557 -1.5368 -0.6230
O -1.7266 0.5719 -0.6732
O -0.7012 -0.3876 -2.5369
H 0.8901 -0.6998 2.8594
H -0.4989 -1.0927 2.1420
H 1.0292 -1.8840 1.6921
H 1.7733 0.7790 1.2654
H 0.0662 1.0958 1.4654
H 1.6906 -0.3368 -0.8993
H -1.6478 -1.2980 0.0852
H -1.4037 1.4852 -0.7768
H -1.5686 -0.2997 -2.8358

Computed properties:
- Total charge: 0
- Structure (SMILES): CC[C@H](C#N)C(O)(O)O



Pick x: it beats the second-best structure by 0.0359 hartree.



w | A structure of composition C5H9NO3, computed with the ωB97M-V functional and the def2-TZVPD basis.

Element x y z (Å)
C -1.0249 -0.3353 -1.1901
C 0.8309 -2.2400 0.0016
C -0.0918 2.7977 0.4505
N -0.9234 0.6531 -0.3103
C 0.1485 -1.2242 1.4888
C 0.0757 1.6602 -0.5090
O 0.6551 -0.1201 1.4701
O -0.5308 -1.9392 2.1633
O 1.0551 1.4589 -1.1921
H -1.9412 -0.9222 -1.1715
H -0.5583 -0.2146 -2.1743
H -0.2177 -1.2611 -0.6082
H 0.0714 -2.9780 -0.2411
H 1.5979 -2.6064 0.6847
H 1.2846 -1.9266 -0.9358
H -0.0720 2.4084 1.4689
H 0.7057 3.5233 0.3145
H -1.0649 3.2659 0.2899

Computed properties:
- Total charge: 0



x | A cluster of 2 separate species, C5H9NO3 in total, computed with the ωB97M-V functional and the def2-TZVPD basis.

Element x y z (Å)
N -0.2797 -1.6875 -0.6839
C 0.9899 -1.4641 -0.8958
O 1.7637 -1.6835 -1.7808
C 1.5575 -0.5087 0.5425
O 1.3615 -1.1304 1.5701
O 2.7596 0.0103 0.2280
H -0.8742 -2.1184 -1.3737
H -0.7257 -1.1444 0.1051
H 3.3777 -0.1661 0.9554
C 0.2922 1.1223 0.4714
C -1.0376 0.7984 0.6705
C -2.0927 1.0073 -0.3695
H 0.8231 1.5912 1.2941
H 0.5844 1.5043 -0.5025
H -1.3781 0.6683 1.6921
H -2.8772 0.2510 -0.2992
H -1.6677 0.9668 -1.3741
H -2.5767 1.9831 -0.2497

Computed properties:
- Total charge: 0
- Structure (SMILES): NC(=O)C(=O)O.C=CC



Pick x: it beats the second-best structure by 0.0903 hartree.